Molecular formula: C20H22N2O5
Method: DFT, wB97M-V/def2-TZVPD

```
49
Properties=species:S:1:pos:R:3
C 4.838 2.028 -1.889
C 3.939 2.205 -0.673
O 2.913 1.218 -0.633
C 3.240 0.027 -0.104
O 4.338 -0.208 0.351
C 2.129 -0.923 -0.128
C 2.193 -2.217 0.399
C 3.310 -2.933 1.061
N 0.997 -2.788 0.209
C 0.139 -1.917 -0.426
C -1.228 -2.361 -0.612
O -1.625 -3.441 -0.224
O -2.020 -1.452 -1.208
C -3.417 -1.711 -1.218
C -4.175 -0.398 -1.038
O -5.122 -0.125 -1.747
N -3.712 0.475 -0.112
C -4.097 1.884 -0.206
C -2.852 2.656 0.251
C -2.128 1.627 1.072
C -1.078 1.778 1.948
C -0.603 0.659 2.623
C -1.208 -0.571 2.445
C -2.266 -0.733 1.560
C -2.686 0.367 0.835
C 0.822 -0.733 -0.653
C 0.302 0.489 -1.316
H 5.361 1.077 -1.825
H 4.246 2.045 -2.801
H 5.569 2.830 -1.923
H 4.533 2.141 0.246
H 3.412 3.161 -0.710
H 3.594 -3.811 0.481
H 4.166 -2.270 1.143
H 3.012 -3.265 2.055
H 0.713 -3.716 0.485
H -3.709 -2.125 -2.189
H -3.670 -2.445 -0.444
H -4.408 2.102 -1.228
H -4.944 2.072 0.461
H -3.108 3.544 0.828
H -2.240 2.965 -0.600
H -0.637 2.749 2.114
H 0.225 0.757 3.307
H -0.861 -1.426 3.006
H -2.744 -1.694 1.467
H 0.926 0.742 -2.172
H 0.341 1.328 -0.625
H -0.719 0.334 -1.645
```

LUMO: 0.68 eV
relative energy (zero: lowest compared OMol25 entry of this formula, charge and spin): 74.4 kJ/mol
E_tot: -1261.1104 Ha
SMILES: CCOC(=O)c1c(C)[nH]c(C(=O)OCC(=O)N2CCc3ccccc32)c1C
largest force on an atom: 0.0144 Eh/bohr

These are the Löwdin partial charges, in e, on atoms 1 to 6: C -0.06; C -0.21; O -0.02; C -0.43; O 0.09; C -0.03